[1]
The following is a quantum chemistry calculation of a molecular structure, C24H25AsBrF6N3O12S6Ti in a non-equilibrium geometry, from OMol25.

Last column: Löwdin charge in e.
Geometry (Å):
Ti: 0.311176 1.732198 -0.562852  1.083
C: -1.582071 -3.749559 1.183721  -0.543
C: -2.866179 -3.500759 0.388432  -0.520
S: -2.848379 -2.007720 -0.652382  0.918
C: -4.331462 -1.122604 -0.092052  -0.518
C: -4.123811 0.163570 0.702335  -0.538
S: -3.018879 0.181016 2.128702  0.890
C: -3.406602 -1.352323 3.011617  -0.524
C: -2.121458 -2.073494 3.426462  -0.547
S: -0.896413 -2.379744 2.137091  0.867
H: -0.772216 -3.997282 0.492919  0.047
H: -1.731690 -4.621739 1.828988  0.068
H: -3.722397 -3.439808 1.058623  0.049
H: -3.035814 -4.361570 -0.263748  0.062
H: -4.966345 -1.831739 0.442129  0.058
H: -4.868817 -0.840270 -0.999502  0.066
H: -5.112025 0.546254 0.972427  0.075
H: -3.646847 0.903526 0.059118  0.030
H: -4.027207 -1.976921 2.373109  0.037
H: -3.987607 -1.132284 3.911534  0.064
H: -2.358297 -3.007089 3.947465  0.070
H: -1.562390 -1.428231 4.107843  0.035
O: 2.045656 -0.162320 2.401237  -0.239
As: 0.725321 0.922510 2.673967  0.926
O: -0.189682 0.410445 3.924936  -0.462
O: -0.054337 1.172151 1.185094  -0.500
C: 1.466215 2.638990 3.204493  -0.203
C: 1.309902 2.932836 4.555475  -0.087
C: 1.752148 4.142181 5.070688  -0.087
C: 2.347548 5.075953 4.237092  -0.086
C: 2.501086 4.800441 2.887837  -0.058
C: 2.059130 3.587626 2.374646  -0.239
S: 2.268454 3.339350 0.622666  0.520
O: 0.981058 3.723849 -0.015518  -0.356
O: 3.411544 4.119432 0.254017  -0.268
O: 2.376271 1.886885 0.415500  -0.373
H: 1.995135 -0.488243 1.472785  0.005
H: 0.818843 2.196361 5.179361  0.092
H: 1.625184 4.356528 6.125043  0.096
H: 2.692342 6.023180 4.633666  0.097
H: 2.969354 5.507998 2.217459  0.111
Br: -0.670945 -5.860965 -4.656655  0.672
C: -0.217854 -4.396408 -3.521856  -0.688
C: 0.697875 -4.599244 -2.503061  -0.132
C: 1.020197 -3.531086 -1.678953  -0.020
C: 0.433124 -2.289630 -1.876008  -0.137
C: -0.485947 -2.108556 -2.902571  -0.044
C: -0.815547 -3.167805 -3.737253  -0.117
C: 0.780352 -1.147789 -0.954726  -0.551
O: 1.555003 -1.332829 -0.026298  0.042
O: 0.201077 -0.042223 -1.273461  -0.150
H: 1.149090 -5.571488 -2.359268  0.093
H: 1.729248 -3.642347 -0.868529  0.123
H: -0.959630 -1.139476 -3.023137  0.111
H: -1.537417 -3.040001 -4.531772  0.102
F: -4.652443 2.020759 -1.782182  0.060
C: -3.747174 3.006467 -1.593053  -0.664
F: -3.884363 3.412698 -0.319509  0.080
F: -4.178884 4.044695 -2.359266  0.045
S: -1.911731 2.581409 -2.240191  0.911
O: -1.453491 2.251017 -0.699690  -0.525
O: -2.235950 1.312076 -2.902114  -0.440
N: 0.228726 2.431443 -2.425042  -0.441
S: 0.747685 3.376401 -3.516824  0.484
O: -0.204730 3.535089 -4.598937  -0.344
O: 2.132366 3.208648 -3.899171  -0.316
C: 0.781755 5.112923 -2.843455  -0.663
F: 0.853257 5.993748 -3.864616  0.092
F: 1.829294 5.353957 -2.051681  0.109
F: -0.329271 5.406093 -2.154811  0.105
N: 2.277941 0.353710 -3.282949  -0.009
C: 3.290386 0.193060 -4.152527  -0.118
C: 4.435227 0.590057 -3.501245  -0.085
C: 3.986586 1.010678 -2.232275  -0.142
N: 2.679254 0.874197 -2.121490  0.017
H: 1.283157 0.377423 -3.462061  0.135
H: 3.121252 -0.165319 -5.153573  0.106
H: 5.440095 0.594801 -3.887217  0.075
H: 4.547777 1.410707 -1.402930  0.104

Atoms 1-3, force components in eV/Å:
0.023 0.866 -2.024
-0.025 0.084 0.011
0.000 0.025 -0.014

Max |F| = 2.2 eV Å⁻¹
Lowest unoccupied orbital energy = 0.130 Eh
Highest occupied orbital energy = -2.9 eV
Relative energy (zero: lowest compared OMol25 entry of this formula, charge and spin) = 32.6 kcal/mol
Charge = -2
Total energy = -289653.28427 eV


[2]
The following is a quantum chemistry calculation of 2 unconnected molecules or ions with the total composition C6H14N2O in a non-equilibrium geometry, from OMol25.

Last column: Löwdin charge in e.
Geometry (Å):
C: 1.544999 -0.491472 1.105066  -0.004
C: 0.464955 -1.257502 0.891550  -0.455
C: 0.610948 -2.535675 0.101509  -0.051
N: -0.803732 -0.975892 1.362503  -0.048
C: -1.331101 0.338420 1.673658  -0.088
H: 1.489283 0.422347 1.685223  0.043
H: 2.519188 -0.762083 0.710813  0.051
H: 1.627072 -2.939305 0.159902  0.080
H: -0.068851 -3.308846 0.474937  0.078
H: 0.372165 -2.350097 -0.951168  0.068
H: -1.518709 -1.625225 1.041106  0.122
H: -2.393697 0.256784 1.922375  0.088
H: -0.815015 0.784155 2.528682  0.080
H: -1.245376 1.007945 0.815942  0.059
C: 0.439884 2.404553 -1.079662  -0.089
N: 0.299946 1.108553 -1.692859  -0.030
C: -0.922029 0.579486 -2.017989  -0.376
O: -2.001805 1.141868 -1.919991  -0.005
H: 1.256947 2.933215 -1.574716  0.082
H: 0.696968 2.260592 -0.026978  0.066
H: -0.483133 2.984431 -1.149886  0.089
H: 1.090847 0.478205 -1.668251  0.119
H: -0.829754 -0.454459 -2.391765  0.121

Atoms 1-3, force components in eV/Å:
-0.039 0.397 0.080
0.460 0.153 0.159
-0.229 -0.120 0.072

Max |F| = 1.4 eV Å⁻¹
Lowest unoccupied orbital energy = 0.032 Eh
Highest occupied orbital energy = -8.0 eV
Relative energy (zero: lowest compared OMol25 entry of this formula, charge and spin) = 33.8 kcal/mol
Total energy = -11476.30638 eV


[3]
The following is a quantum chemistry calculation of a molecular structure, AsF6H16O8, from OMol25.

Last column: Löwdin charge in e.
Geometry (Å):
As: 0.343724 -0.624189 0.291194  0.842
F: 1.946371 -0.916963 -0.372792  -0.246
F: 0.910549 -0.362730 1.927672  -0.235
F: -1.298350 -0.417653 0.823542  -0.243
F: -0.318093 -0.802076 -1.348087  -0.256
F: 0.180476 -2.345377 0.581403  -0.243
F: 0.523342 1.100830 0.005667  -0.243
O: 4.548517 -0.121686 0.035658  -0.078
H: 4.843427 0.426864 -0.697056  0.025
H: 3.587685 -0.208546 -0.094746  -0.009
O: -2.944855 1.244809 -0.981256  -0.075
H: -2.565566 0.445655 -1.365335  0.015
H: -3.515932 0.918635 -0.271242  0.007
O: -3.456861 0.632362 1.983656  -0.076
H: -3.207929 1.562577 1.989536  0.039
H: -2.613759 0.158352 1.842998  0.009
O: 1.536189 3.548824 0.337899  -0.080
H: 2.296190 3.666514 0.915418  0.020
H: 1.392912 2.582251 0.308712  -0.006
O: 0.047317 -1.994840 -3.927710  -0.066
H: 0.334412 -2.467966 -4.715076  0.027
H: 0.832532 -1.952432 -3.369217  0.028
O: 0.242404 1.588033 -3.263602  -0.066
H: -0.094350 0.818539 -2.785128  -0.007
H: -0.516225 2.174776 -3.338659  0.031
O: -1.857482 -3.882453 1.227982  -0.086
H: -2.585325 -3.963534 0.604740  0.022
H: -1.169695 -3.372686 0.747907  -0.007
O: 0.843872 0.682169 4.656290  -0.070
H: 0.606390 0.304183 3.797550  -0.001
H: 1.128120 1.577753 4.452081  0.026

Atoms 1-3, force components in eV/Å:
-0.256 0.182 -0.721
-0.649 0.145 0.482
0.049 -0.305 -0.724

Max |F| = 1.0 eV Å⁻¹
Lowest unoccupied orbital energy = 0.103 Eh
Highest occupied orbital energy = -8.3 eV
Relative energy (zero: lowest compared OMol25 entry of this formula, charge and spin) = 8.7 kcal/mol
Charge = -1
Total energy = -93790.33470 eV


[4]
The following is a quantum chemistry calculation of 3 unconnected molecules or ions with the total composition C12H25O4PS2 in a non-equilibrium geometry, from OMol25.

Last column: Löwdin charge in e.
Geometry (Å):
C: 0.278576 -2.518360 1.134012  -0.136
C: -0.509155 -2.306324 -0.289948  -0.272
C: -2.108277 -2.654187 -0.259662  -0.320
C: -2.675729 -2.343558 -1.801287  -0.102
C: -3.014009 -1.740713 0.748972  -0.447
O: -3.441540 -2.498637 1.971556  -0.185
C: -4.896806 -2.230879 2.192383  -0.586
O: -5.259023 -1.336903 3.152505  -0.066
S: -6.296103 -2.993215 1.206934  0.753
P: -2.280575 -0.047552 1.221809  0.398
S: -2.006623 0.187060 3.167036  0.085
H: 1.184203 -3.270483 0.937896  0.084
H: -0.364179 -2.988170 1.992132  0.085
H: 0.801037 -1.492942 1.436522  0.077
H: -0.016031 -3.080064 -1.054496  0.121
H: -0.252093 -1.235903 -0.749979  0.102
H: -2.238734 -3.815385 -0.015213  0.164
H: -3.808010 -2.647963 -1.814598  0.081
H: -2.626601 -1.163075 -1.958349  0.097
H: -2.005624 -2.922585 -2.573714  0.092
H: -4.034941 -1.516036 0.171328  0.110
H: -6.166833 -4.385389 1.082238  -0.102
H: -1.068990 0.320047 0.537812  -0.026
H: -3.271889 0.977600 0.865843  -0.010
C: 4.767329 -0.891259 0.616117  -0.028
C: 3.619457 -0.070914 0.091318  -0.489
C: 3.453817 1.321130 0.639822  -0.029
O: 2.846648 -0.520677 -0.753152  0.033
H: 4.762959 -1.873282 0.131269  0.083
H: 5.713689 -0.393670 0.389774  0.086
H: 4.660235 -1.033175 1.694393  0.086
H: 4.341621 1.917358 0.414513  0.086
H: 3.288157 1.277841 1.719231  0.091
H: 2.585062 1.794927 0.170557  0.053
C: 0.743668 4.103922 -0.816861  -0.020
C: 2.100035 4.328920 -1.429754  -0.477
C: 2.188766 5.291345 -2.583853  -0.026
O: 3.097410 3.748760 -1.003954  0.042
H: 0.831605 3.385488 0.005079  0.075
H: 0.355027 5.044706 -0.418986  0.089
H: 0.060378 3.696268 -1.566007  0.088
H: 1.864564 6.285078 -2.264740  0.086
H: 1.569852 4.936604 -3.411830  0.087
H: 3.227669 5.354247 -2.924665  0.085

Atoms 1-3, force components in eV/Å:
1.252 -0.009 -0.454
0.665 -0.831 -0.380
0.412 0.219 -1.104

Max |F| = 9.6 eV Å⁻¹
Lowest unoccupied orbital energy = -0.011 Eh
Highest occupied orbital energy = -8.2 eV
Total energy = -51993.50742 eV


[5]
The following is a quantum chemistry calculation of a molecular structure, C2H3FO2Rb in a non-equilibrium geometry, from OMol25.

Last column: Löwdin charge in e.
Geometry (Å):
F: 0.710279 0.613680 -2.296176  -0.117
H: 0.917999 -0.333463 -2.019804  0.146
O: 1.129537 -0.556473 0.296664  0.292
C: 0.212319 0.111053 0.418124  0.082
C: -1.183321 0.375383 0.955075  -0.407
O: -1.139427 0.294004 2.272416  -0.248
H: -1.807934 -0.356248 0.393892  0.151
H: -1.420447 1.378692 0.533175  0.136
Rb: -1.975402 -1.065251 5.183921  0.967

Atoms 1-3, force components in eV/Å:
0.603 -3.449 1.215
-0.576 3.383 -1.380
-1.316 1.751 0.369

Max |F| = 3.7 eV Å⁻¹
Lowest unoccupied orbital energy = -0.147 Eh
Highest occupied orbital energy = -12.6 eV
Relative energy (zero: lowest compared OMol25 entry of this formula, charge and spin) = 42.0 kcal/mol
Charge = +1
Total energy = -9582.23087 eV


[6]
The following is a quantum chemistry calculation of a molecular structure, C28H25Br2CaIN4O7, from OMol25.

Last column: Löwdin charge in e.
Geometry (Å):
Ca: -0.135960 0.308669 0.339794  1.318
C: -3.641426 -1.839226 2.930011  -0.038
C: -2.370817 -2.627018 2.971564  -0.254
N: -2.368634 -3.794046 3.548690  0.093
C: -1.222461 -4.517755 3.518473  -0.146
C: -0.076524 -4.103405 2.897904  -0.187
C: 1.098607 -5.041229 2.965765  -0.232
O: 2.160470 -4.554829 3.798951  -0.078
C: -0.030235 -2.826966 2.252897  -0.054
C: 1.205174 -2.492202 1.591468  -0.070
N: 1.525892 -1.493994 0.836222  0.022
C: 2.753050 -1.617162 0.160466  -0.324
C: 3.057562 -2.812186 -0.506209  -0.028
C: 4.231159 -2.972478 -1.219475  -0.101
C: 5.137179 -1.925414 -1.300187  -0.117
C: 4.842481 -0.725939 -0.673130  -0.178
C: 3.662984 -0.561906 0.042303  -0.633
I: 3.311664 1.296225 0.906238  1.027
C: -1.212913 -2.024900 2.310056  -0.304
O: -1.346241 -0.854925 1.873650  -0.151
H: -4.399601 -2.333418 3.535331  0.065
H: -3.976049 -1.774768 1.890051  0.071
H: -3.473344 -0.817322 3.274169  0.074
H: -1.257869 -5.488278 4.003844  0.089
H: 1.536439 -5.229852 1.982426  0.110
H: 0.749360 -6.001802 3.357464  0.101
H: 1.778661 -3.871444 4.360671  0.088
H: 1.986547 -3.229339 1.785416  0.108
H: 2.317618 -3.601815 -0.492910  0.115
H: 4.423762 -3.906242 -1.733541  0.094
H: 6.055216 -2.024324 -1.866102  0.090
H: 5.530221 0.106057 -0.746476  0.076
N: -2.228460 1.777333 -0.256979  -0.028
C: -3.488337 1.035991 -0.300188  -0.265
C: -3.484839 -0.022601 -1.403723  -0.124
C: -2.614685 -1.242951 -1.024020  -0.710
O: -3.205563 -2.275785 -0.680841  -0.031
O: -1.364369 -1.048392 -1.075315  -0.180
H: -2.124856 2.329207 0.588899  0.058
H: -2.111915 2.381240 -1.060507  0.069
H: -4.352437 1.702824 -0.447143  0.095
H: -3.616950 0.545353 0.668097  0.108
H: -3.107376 0.424822 -2.329188  0.106
H: -4.509533 -0.361029 -1.568324  0.097
C: -0.523028 4.976964 0.387723  -0.042
C: -0.255406 4.574595 -1.036127  -0.340
C: -0.490821 5.474992 -2.102153  -0.037
C: -0.265791 5.072520 -3.386368  -0.054
C: 0.205098 3.763916 -3.641250  -0.210
C: 0.457064 3.225158 -4.923961  -0.652
Br: 0.167555 4.277848 -6.491932  0.666
C: 0.908239 1.939025 -5.064978  -0.207
C: 1.128780 1.129975 -3.954092  -0.609
Br: 1.788848 -0.627175 -4.216935  0.721
C: 0.917229 1.556878 -2.626437  -0.446
O: 1.120642 0.861416 -1.604978  -0.231
C: 0.432571 2.940132 -2.511877  -0.129
N: 0.190989 3.362936 -1.251690  0.168
H: 0.102951 5.825826 0.676572  0.072
H: -0.330451 4.133040 1.050668  0.047
H: -1.565111 5.287039 0.510132  0.074
H: -0.859121 6.471709 -1.887806  0.101
H: -0.450829 5.738371 -4.219426  0.065
H: 1.096879 1.535371 -6.051016  0.082
O: 0.904724 0.676978 3.358186  -0.113
C: 0.154798 1.636362 3.166405  -0.635
O: -0.249010 2.086129 2.051798  -0.238
H: -0.229436 2.187239 4.063008  0.105

Atoms 1-3, force components in eV/Å:
-0.002 0.527 -0.308
0.011 0.032 -0.053
-0.071 -0.076 -0.020

Max |F| = 0.6 eV Å⁻¹
Lowest unoccupied orbital energy = 0.140 Eh
Highest occupied orbital energy = -2.4 eV
Charge = -2
Total energy = -216367.40744 eV


Please write out number 2 again, unchanged.
The following is a quantum chemistry calculation of 2 unconnected molecules or ions with the total composition C6H14N2O in a non-equilibrium geometry, from OMol25.

Last column: Löwdin charge in e.
Geometry (Å):
C: 1.544999 -0.491472 1.105066  -0.004
C: 0.464955 -1.257502 0.891550  -0.455
C: 0.610948 -2.535675 0.101509  -0.051
N: -0.803732 -0.975892 1.362503  -0.048
C: -1.331101 0.338420 1.673658  -0.088
H: 1.489283 0.422347 1.685223  0.043
H: 2.519188 -0.762083 0.710813  0.051
H: 1.627072 -2.939305 0.159902  0.080
H: -0.068851 -3.308846 0.474937  0.078
H: 0.372165 -2.350097 -0.951168  0.068
H: -1.518709 -1.625225 1.041106  0.122
H: -2.393697 0.256784 1.922375  0.088
H: -0.815015 0.784155 2.528682  0.080
H: -1.245376 1.007945 0.815942  0.059
C: 0.439884 2.404553 -1.079662  -0.089
N: 0.299946 1.108553 -1.692859  -0.030
C: -0.922029 0.579486 -2.017989  -0.376
O: -2.001805 1.141868 -1.919991  -0.005
H: 1.256947 2.933215 -1.574716  0.082
H: 0.696968 2.260592 -0.026978  0.066
H: -0.483133 2.984431 -1.149886  0.089
H: 1.090847 0.478205 -1.668251  0.119
H: -0.829754 -0.454459 -2.391765  0.121

Atoms 1-3, force components in eV/Å:
-0.039 0.397 0.080
0.460 0.153 0.159
-0.229 -0.120 0.072

Max |F| = 1.4 eV Å⁻¹
Lowest unoccupied orbital energy = 0.032 Eh
Highest occupied orbital energy = -8.0 eV
Relative energy (zero: lowest compared OMol25 entry of this formula, charge and spin) = 33.8 kcal/mol
Total energy = -11476.30638 eV


- Which value of max |F| does entry 6 give?
  0.6 eV Å⁻¹